No. 1
A 2-piece molecular cluster, C35H48N4P overall at a distorted geometry. Source: the Open Molecules 2025 dataset; level of theory: ωB97M-V/def2-TZVPD.

ORCA input file:
```
! RIJCOSX wB97M-V def2-TZVPD def2/J DEFGRID3
* xyz 1 1
C -3.720 0.338 -4.169
N -4.317 -0.175 -2.930
C -5.791 -0.260 -2.921
C -6.344 -0.601 -1.531
C -5.613 -1.814 -0.936
C -4.130 -1.602 -0.946
C -3.550 -0.717 -1.889
C -2.191 -0.394 -1.756
C -1.417 -1.006 -0.814
C -1.935 -2.034 0.008
C -1.116 -2.814 0.860
C 0.297 -2.908 0.802
C 1.017 -3.471 1.876
C 2.391 -3.512 1.887
C 3.128 -2.965 0.808
N 4.526 -2.899 0.851
C 5.332 -2.297 -0.217
C 5.301 -3.465 1.977
C 4.490 -3.578 3.273
C 3.101 -4.179 3.024
C 2.414 -2.489 -0.303
C 1.050 -2.481 -0.315
C -3.329 -2.250 -0.036
H -2.639 0.223 -4.168
H -4.103 -0.217 -5.023
H -3.960 1.393 -4.298
H -6.190 0.694 -3.284
H -6.090 -1.022 -3.647
H -6.198 0.259 -0.865
H -7.429 -0.769 -1.562
H -5.947 -2.014 0.091
H -5.851 -2.721 -1.505
H -1.764 0.370 -2.382
H -0.411 -0.659 -0.656
H -1.617 -3.419 1.597
H 0.469 -3.863 2.714
H 4.759 -1.577 -0.795
H 6.184 -1.762 0.200
H 5.701 -3.072 -0.886
H 5.666 -4.449 1.667
H 6.191 -2.845 2.134
H 5.032 -4.171 4.023
H 4.376 -2.583 3.720
H 2.478 -4.121 3.926
H 3.186 -5.249 2.798
H 2.945 -2.144 -1.172
H 0.538 -2.209 -1.220
H -3.768 -2.957 0.644
C -5.999 -0.456 2.991
C -5.453 -0.185 4.398
C -4.433 0.959 4.333
C -6.591 0.208 5.354
N -4.764 -1.410 4.901
P -3.061 -1.399 5.274
H -2.861 -2.221 4.156
N -3.177 -2.845 6.243
C -2.123 -3.193 7.242
C -2.740 -3.290 8.647
C -1.057 -2.089 7.235
C -1.476 -4.525 6.846
C -4.463 -3.405 6.135
C -5.363 -2.591 5.375
C -6.683 -3.004 5.211
C -7.117 -4.176 5.801
C -6.248 -4.963 6.532
C -4.925 -4.595 6.692
H -6.686 -1.300 2.989
H -6.533 0.411 2.601
H -5.184 -0.692 2.308
H -4.010 1.153 5.318
H -3.614 0.701 3.660
H -4.892 1.880 3.970
H -6.223 0.296 6.376
H -7.034 1.162 5.068
H -7.391 -0.529 5.354
H -3.426 -4.130 8.729
H -1.969 -3.432 9.405
H -3.295 -2.384 8.889
H -0.608 -2.000 6.246
H -1.500 -1.127 7.491
H -0.262 -2.302 7.951
H -1.005 -4.442 5.867
H -0.715 -4.824 7.567
H -2.214 -5.322 6.790
H -7.359 -2.425 4.608
H -8.143 -4.481 5.690
H -6.606 -5.873 6.982
H -4.250 -5.239 7.224
*
```

## Properties
- ΔE to the lowest compared entry with this formula, charge and spin: 0.0 kcal per mole
- Lowest unoccupied orbital energy: -0.15632 hartree

Atom charges from the Mulliken analysis, given in e for atoms 1 to 8:
1 C -1.081
2 N 0.051
3 C -0.799
4 C -0.716
5 C -0.777
6 C 0.788
7 C 1.051
8 C -1.251

---

No. 2
A 3-piece molecular cluster, C31H62BF2N2O6Si overall at a distorted geometry. Source: the Open Molecules 2025 dataset; level of theory: ωB97M-V/def2-TZVPD.

ORCA input file:
```
! RIJCOSX wB97M-V def2-TZVPD def2/J DEFGRID3
* xyz -1 1
C 4.383 7.794 2.324
C 3.261 6.874 3.103
C 3.201 7.348 4.671
C 1.812 6.980 5.460
C 1.211 5.485 5.153
C 0.187 5.399 3.872
C 0.200 3.900 3.131
O 0.060 2.719 4.046
B 1.340 1.933 4.159
O 2.262 2.784 3.371
C 1.591 3.553 2.310
C 1.464 2.882 0.793
F 0.623 3.865 0.011
F 0.702 1.606 0.774
C 2.915 2.829 0.032
C 3.525 1.329 -0.208
Si 4.500 0.587 1.276
C 6.059 -0.326 0.504
C 5.229 1.891 2.504
C 3.502 -0.844 2.178
C 2.006 -1.326 1.657
C 1.082 -2.488 2.374
C 1.693 -3.249 3.692
C 3.202 -2.844 4.230
C 4.111 -1.651 3.502
H 3.791 8.678 1.787
H 4.995 7.169 1.534
H 5.131 8.215 3.128
H 3.623 5.748 2.994
H 2.248 7.012 2.509
H 4.174 6.922 5.198
H 3.276 8.540 4.662
H 2.083 6.993 6.623
H 1.015 7.843 5.323
H 2.101 4.722 5.124
H 0.564 5.187 6.110
H 0.284 6.272 3.098
H -0.913 5.491 4.326
H -0.824 3.884 2.547
H 1.185 1.003 3.454
H 1.697 1.627 5.248
H 1.988 4.624 2.056
H 2.753 3.305 -1.051
H 3.648 3.551 0.592
H 4.305 1.426 -1.107
H 2.736 0.527 -0.564
H 6.771 -0.701 1.384
H 5.737 -1.221 -0.177
H 6.716 0.437 -0.119
H 4.860 1.696 3.622
H 4.966 3.000 2.237
H 6.416 1.803 2.562
H 1.557 -0.806 0.705
H 0.017 -2.702 1.911
H 1.031 -4.063 4.221
H 3.625 -3.421 5.160
H 5.171 -1.406 3.932
C 0.030 -2.556 -2.155
O 0.643 -3.832 -2.284
C 0.787 -4.519 -1.033
C -0.164 -5.727 -0.964
N -1.561 -5.297 -0.845
C -2.531 -6.380 -1.045
C -2.551 -7.062 -2.433
O -3.009 -6.217 -3.491
C -2.010 -5.376 -4.049
H 0.128 -2.035 -3.112
H -1.033 -2.655 -1.930
H 0.523 -1.955 -1.383
H 0.657 -3.851 -0.175
H 1.817 -4.893 -1.005
H 0.100 -6.343 -0.098
H -0.008 -6.320 -1.869
H -1.747 -4.572 -1.532
H -3.520 -5.951 -0.870
H -2.378 -7.143 -0.276
H -3.280 -7.881 -2.375
H -1.597 -7.532 -2.693
H -1.017 -5.834 -4.031
H -2.000 -4.417 -3.527
H -2.276 -5.171 -5.089
C -6.254 -3.038 -6.598
O -5.928 -1.656 -6.528
C -6.950 -0.865 -5.907
C -6.483 -0.358 -4.531
N -6.401 -1.454 -3.560
C -5.710 -1.091 -2.317
C -4.221 -0.686 -2.429
O -3.353 -1.756 -2.808
C -3.275 -1.986 -4.207
H -5.516 -3.528 -7.241
H -6.204 -3.500 -5.611
H -7.247 -3.190 -7.034
H -7.905 -1.398 -5.839
H -7.105 0.004 -6.557
H -7.189 0.396 -4.167
H -5.510 0.121 -4.671
H -5.908 -2.236 -3.981
H -5.770 -1.961 -1.660
H -6.261 -0.285 -1.824
H -3.896 -0.385 -1.425
H -4.063 0.191 -3.066
H -3.389 -1.067 -4.791
H -4.023 -2.724 -4.504
H -2.295 -2.415 -4.430
*
```

## Properties
- Lowest unoccupied orbital energy: 0.07771 hartree

Atom charges from the Mulliken analysis, given in e for atoms 1 to 8:
1 C -1.016
2 C 0.781
3 C -0.671
4 C -0.737
5 C -0.141
6 C -0.672
7 C 0.045
8 O -0.673

---

No. 3
A 2-piece molecular cluster, C4H7O overall at a distorted geometry. Source: the Open Molecules 2025 dataset; level of theory: ωB97M-V/def2-TZVPD.

ORCA input file:
```
! RIJCOSX wB97M-V def2-TZVPD def2/J DEFGRID3
* xyz 1 1
C 0.660 -0.873 0.399
C -1.360 1.553 2.237
C 0.732 -0.837 -0.880
C 0.819 -0.660 -2.229
O -1.208 0.943 1.223
H 0.594 -1.706 1.009
H 0.192 0.007 0.779
H -0.794 1.406 3.250
H -2.268 2.034 2.365
H 1.073 0.298 -2.634
H 1.547 -1.344 -2.596
H 0.013 -0.821 -2.922
*
```

## Properties
- ΔE to the lowest compared entry with this formula, charge and spin: 49.4 kcal per mole
- Lowest unoccupied orbital energy: -0.22906 hartree

Atom charges from the natural (NBO) analysis, given in e for atoms 1 to 8:
1 C -0.496
2 C 0.336
3 C 0.589
4 C -0.841
5 O -0.535
6 H 0.317
7 H 0.366
8 H 0.134

---

No. 4
One molecule with the formula C4H10O2S at a distorted geometry. Source: the Open Molecules 2025 dataset; level of theory: ωB97M-V/def2-TZVPD.

ORCA input file:
```
! RIJCOSX wB97M-V def2-TZVPD def2/J DEFGRID3
* xyz 0 1
C -1.642 1.242 0.044
C -1.572 -1.105 -0.101
C 1.167 -0.781 0.547
C 2.188 0.143 -0.106
H -0.564 1.345 -0.048
H -1.947 1.242 1.128
H -2.199 2.042 -0.405
H -2.214 -1.904 -0.479
H -1.540 -1.097 1.003
H 0.544 -0.156 1.173
H 1.662 -1.576 1.124
H 2.699 0.767 0.615
H 2.874 -0.523 -0.712
H 0.954 0.668 -1.508
O -2.062 0.106 -0.664
O 1.533 1.111 -0.908
S 0.119 -1.524 -0.701
*
```

## Properties
- ΔE to the lowest compared entry with this formula, charge and spin: 39.3 kcal per mole
- SMILES string: COCSCCO
- Lowest unoccupied orbital energy: 0.03221 hartree

Atom charges from the natural (NBO) analysis, given in e for atoms 1 to 8:
1 C -0.270
2 C -0.189
3 C -0.570
4 C -0.070
5 H 0.191
6 H 0.157
7 H 0.198
8 H 0.214

---

No. 5
C6H15AsCrO6S4 as an isolated structure at a distorted geometry. Source: the Open Molecules 2025 dataset; level of theory: ωB97M-V/def2-TZVPD.

ORCA input file:
```
! RIJCOSX wB97M-V def2-TZVPD def2/J DEFGRID3
* xyz -1 4
Cr 10.599 7.305 3.816
O 12.455 5.319 6.144
S 12.517 6.538 5.381
O 13.808 7.177 5.363
O 11.333 7.487 5.673
O 12.213 6.253 3.879
C 9.534 11.115 5.801
O 10.015 10.161 4.897
C 10.864 10.589 3.961
S 11.230 12.192 3.703
S 11.575 9.309 3.002
H 8.832 10.613 6.484
H 9.215 12.099 5.389
H 10.318 11.326 6.426
C 6.717 5.507 4.166
As 7.435 7.277 4.628
C 8.178 7.278 6.404
C 5.841 8.330 5.110
S 8.442 8.347 3.081
H 6.814 4.902 5.138
H 7.260 5.147 3.346
H 5.624 5.624 3.776
H 7.390 7.466 7.128
H 9.056 7.891 6.485
H 8.767 6.325 6.617
H 5.219 7.811 5.925
H 5.341 8.687 4.264
H 6.271 9.302 5.545
C 9.642 4.507 4.591
O 9.458 5.784 3.980
H 9.029 4.440 5.539
H 10.685 4.302 4.764
H 9.117 3.772 3.951
*
```

## Properties
- ΔE to the lowest compared entry with this formula, charge and spin: 23.6 kcal per mole
- ⟨S²⟩: 3.79
- Lowest unoccupied orbital energy (spin up / spin down): 0.08764 / 0.08784 hartree

Atom charges from the natural (NBO) analysis, given in e for atoms 1 to 8:
1 Cr 1.255
2 O -0.985
3 S 2.545
4 O -0.969
5 O -0.967
6 O -0.963
7 C -0.264
8 O -0.526

---

| no. | E (eV) |
| --- | --- |
| 1 | -52317.820 |
| 2 | -62393.655 |
| 3 | -6297.263 |
| 4 | -19239.288 |
| 5 | -151354.000 |